No. 1
{
  "formula": "C6H12O",
  "method": "ωB97M-V with the def2-TZVPD basis set",
  "species": ["C", "C", "C", "C", "C", "C", "O", "H", "H", "H", "H", "H", "H", "H", "H", "H", "H", "H", "H"],
  "positions_angstrom": [[-2.4377, -0.7275, 0.3968], [-1.1229, -0.9107, -0.3594], [0.0052, -0.0414, 0.2251], [1.4042, -0.4097, -0.2966], [2.4521, 0.6610, 0.0733], [-0.2868, 1.4029, -0.1130], [-0.8800, 2.1790, 0.5991], [-3.2326, -1.3355, -0.0418], [-2.3219, -1.0221, 1.4458], [-2.7619, 0.3191, 0.3872], [-0.8089, -1.9658, -0.3451], [-1.2562, -0.6419, -1.4188], [-0.0070, -0.1197, 1.3190], [1.3595, -0.5540, -1.3859], [1.6863, -1.3860, 0.1153], [3.2618, 0.2554, 0.6847], [1.9994, 1.4712, 0.6608], [2.8945, 1.1166, -0.8177], [0.0528, 1.7091, -1.1289]],
  "forces_ev_per_a": [[0.0, 0.0, 0.0], [0.1, 0.1, 0.0], [0.2, 0.0, 0.1], [-0.1, -0.1, 0.0], [0.0, 0.0, 0.0], [-0.4, 0.1, 0.2], [0.3, -0.3, -0.3], [0.1, 0.0, 0.0], [0.0, 0.0, -0.1], [0.1, -0.2, 0.0], [0.0, 0.3, 0.0], [0.0, -0.1, 0.1], [0.0, 0.0, -0.1], [0.0, 0.1, 0.2], [-0.1, 0.2, -0.1], [-0.1, 0.0, -0.1], [0.1, -0.1, -0.1], [0.0, -0.1, 0.2], [-0.1, 0.1, 0.1]],
  "smiles": "CCC(C=O)CC",
  "gap_ev": 10.8
}



No. 2
{
  "formula": "C6H12O",
  "method": "ωB97M-V with the def2-TZVPD basis set",
  "species": ["C", "C", "O", "C", "C", "C", "C", "H", "H", "H", "H", "H", "H", "H", "H", "H", "H", "H", "H"],
  "positions_angstrom": [[2.7741, 0.6801, 0.0742], [1.5194, -0.1400, -0.1738], [0.5217, 0.0858, 0.7919], [-0.4740, -0.8634, 0.5923], [-1.7975, -0.6012, 1.2062], [-1.6346, -0.5127, -0.2975], [-1.6935, 0.8412, -0.9686], [3.4983, -0.1231, 0.0837], [2.7948, 1.1795, 1.0487], [3.0288, 1.3991, -0.7127], [1.8268, -1.2068, -0.1028], [1.1180, 0.0032, -1.1870], [-0.0847, -1.8857, 0.5640], [-1.8804, 0.3395, 1.7442], [-2.3371, -1.4377, 1.6401], [-2.0493, -1.3352, -0.8774], [-1.2155, 0.8221, -1.9557], [-2.7331, 1.1578, -1.1056], [-1.1823, 1.5977, -0.3643]],
  "forces_ev_per_a": [[0.1, -0.2, 0.0], [0.2, -0.3, -0.2], [0.0, 0.0, 0.1], [-0.1, -0.2, 0.0], [-0.1, 0.0, 0.2], [-0.1, 0.0, -0.1], [0.0, 0.0, 0.0], [1.0, 0.5, 0.1], [-0.2, -0.2, -0.2], [-0.2, -0.2, 0.2], [-0.4, 0.4, -0.1], [0.0, 0.1, 0.1], [-0.2, 0.2, 0.0], [0.0, -0.1, -0.1], [0.0, 0.2, -0.1], [0.0, 0.1, 0.1], [-0.1, 0.0, 0.2], [0.1, 0.0, 0.0], [-0.1, -0.1, -0.1]],
  "smiles": "CCO[C@H]1C[C@H]1C",
  "gap_ev": 10.4
}



No. 3
{
  "formula": "C6H12O",
  "method": "ωB97M-V with the def2-TZVPD basis set",
  "species": ["C", "C", "C", "C", "O", "C", "C", "H", "H", "H", "H", "H", "H", "H", "H", "H", "H", "H", "H"],
  "positions_angstrom": [[-2.9434, -1.4620, -0.2857], [-1.5826, -1.2242, 0.3226], [-0.8163, -0.0756, -0.3484], [2.7367, 1.3081, 0.5248], [3.4640, 2.3477, -0.1089], [1.4793, 0.9446, -0.2261], [0.5730, 0.1046, 0.2222], [-3.5783, -0.5943, -0.3971], [-2.8026, -1.7586, -1.3384], [-3.4264, -2.3143, 0.1843], [-0.9796, -2.1286, 0.3296], [-1.7186, -0.9102, 1.3663], [-0.6939, -0.3134, -1.4038], [-1.3814, 0.8298, -0.1197], [2.5174, 1.6858, 1.5214], [3.3584, 0.4200, 0.6425], [3.8392, 2.0612, -0.9482], [1.1388, 1.6478, -0.9791], [0.8163, -0.5685, 1.0418]],
  "forces_ev_per_a": [[0.5, -0.9, -1.4], [0.1, 1.1, 0.6], [0.4, -0.6, 0.6], [0.3, -0.3, -0.7], [0.2, 0.3, 0.0], [-0.5, 1.1, 0.7], [-0.3, -1.1, 0.1], [-0.2, 0.3, 0.7], [0.0, -0.1, 0.2], [-0.4, 0.2, 0.2], [0.0, -0.2, -0.1], [0.1, -0.3, 0.0], [-0.4, 0.5, -0.3], [-0.1, 0.1, -0.7], [-0.1, 0.0, 0.0], [0.1, -0.1, 0.1], [-0.2, -0.2, 0.1], [0.4, 0.1, -0.3], [0.1, 0.1, 0.2]],
  "smiles": "CCC/C=C/CO",
  "gap_ev": 10.4
}



Maximum force values, unit hartree/bohr, following the record order: 0.01105 0.02149 0.03422.